# C30H80O10

A 10-piece molecular cluster, C30H80O10 overall (wB97M-V/def2-TZVPD, OMol25).

ORCA input file:
```
! wB97M-V def2-TZVPD RIJCOSX def2/J DEFGRID3
* xyz 0 1
C -9.259 8.754 8.730
C -10.592 8.521 9.438
C -10.346 8.079 10.886
O -11.463 9.656 9.365
H -9.454 8.811 7.655
H -8.560 7.946 8.927
H -8.824 9.700 9.058
H -11.131 7.690 8.980
H -10.358 6.994 11.019
H -11.198 8.388 11.514
H -9.476 8.526 11.372
H -11.055 10.355 9.901
C -15.886 7.159 17.806
C -14.985 8.304 17.325
C -13.796 8.493 18.275
O -14.421 7.986 16.052
H -16.573 6.876 17.006
H -16.426 7.474 18.704
H -15.309 6.277 18.104
H -15.617 9.201 17.299
H -13.062 7.708 18.121
H -14.126 8.572 19.310
H -13.307 9.439 18.015
H -15.111 8.007 15.355
C -15.545 7.939 12.101
C -16.331 8.910 12.953
C -17.627 9.382 12.306
O -16.653 8.301 14.221
H -16.091 7.003 11.970
H -14.507 7.801 12.385
H -15.482 8.367 11.084
H -15.796 9.825 13.207
H -18.400 8.614 12.378
H -17.466 9.594 11.246
H -17.963 10.282 12.813
H -17.095 7.443 14.068
C -12.638 4.710 13.105
C -13.031 5.354 14.401
C -13.650 4.422 15.445
O -11.892 6.093 14.991
H -12.052 5.382 12.480
H -13.547 4.431 12.567
H -11.988 3.830 13.201
H -13.779 6.122 14.106
H -12.865 3.765 15.824
H -14.463 3.797 15.070
H -14.083 5.068 16.215
H -12.224 6.444 15.836
C -14.914 0.606 12.945
C -15.323 -0.786 13.277
C -15.430 -1.691 12.094
O -14.352 -1.355 14.209
H -14.642 1.138 13.862
H -15.752 1.098 12.447
H -14.008 0.668 12.337
H -16.187 -0.809 13.947
H -15.660 -2.711 12.421
H -14.487 -1.751 11.548
H -16.253 -1.455 11.410
H -13.457 -1.043 13.975
C -17.466 4.040 15.597
C -17.071 4.878 14.393
C -16.757 4.035 13.150
O -18.059 5.848 14.115
H -17.704 4.702 16.435
H -16.612 3.431 15.896
H -18.357 3.430 15.433
H -16.157 5.419 14.654
H -17.667 3.627 12.711
H -16.132 3.181 13.415
H -16.190 4.682 12.480
H -18.956 5.508 14.098
C -8.468 4.350 18.028
C -9.460 5.256 18.782
C -10.499 6.034 17.989
O -10.118 4.398 19.761
H -7.926 4.738 17.166
H -8.995 3.493 17.578
H -7.722 3.990 18.736
H -8.812 5.958 19.339
H -11.084 5.337 17.391
H -9.980 6.698 17.293
H -11.064 6.590 18.732
H -10.550 4.984 20.396
C -6.691 7.078 13.201
C -8.022 6.515 13.547
C -8.001 5.158 14.233
O -8.725 7.484 14.373
H -6.875 7.813 12.414
H -6.001 6.307 12.857
H -6.224 7.587 14.041
H -8.665 6.375 12.660
H -9.009 5.000 14.622
H -7.353 5.199 15.110
H -7.704 4.420 13.490
H -9.632 7.152 14.483
C -7.062 5.063 9.593
C -7.328 3.782 10.370
C -8.777 3.578 10.702
O -6.916 2.644 9.597
H -7.285 5.926 10.231
H -7.589 5.084 8.646
H -5.980 5.139 9.418
H -6.778 3.799 11.321
H -8.864 2.550 11.064
H -9.483 3.680 9.878
H -9.056 4.252 11.505
H -6.000 2.786 9.333
C -10.422 1.250 12.650
C -10.744 0.445 13.877
C -11.423 1.235 14.901
O -11.577 -0.673 13.583
H -11.304 1.803 12.320
H -10.022 0.613 11.860
H -9.667 2.010 12.870
H -9.812 0.019 14.265
H -10.785 2.097 15.163
H -11.490 0.713 15.857
H -12.374 1.680 14.616
H -11.069 -1.340 13.111
*
```

The total energy is -52881.848 eV. As for the energy above the lowest of the compared OMol25 structures with the same formula, charge and spin: 132.7 kJ/mol.